The following is a quantum chemistry calculation of a 18-piece molecular cluster, C78H110F22N23O44S22 overall, from OMol25.

Last column: Mulliken charge in e.
Geometry (Å):
C  -9.27  25.33  -12.58  -0.9836
N  -10.24  26.41  -12.72  0.2976
C  -11.47  26.06  -13.24  -0.6625
C  -12.42  27.00  -13.54  -0.7861
C  -12.13  28.33  -13.30  1.2676
C  -10.90  28.73  -12.78  -0.9176
C  -9.90  27.71  -12.55  -0.1806
C  -13.13  29.37  -13.68  1.0593
C  -14.01  29.19  -14.77  -0.7539
C  -14.84  30.26  -15.20  -0.2689
N  -14.90  31.35  -14.42  0.0342
C  -14.16  31.49  -13.29  -0.2197
C  -13.25  30.55  -12.92  -0.6914
C  -15.66  32.46  -14.94  -0.9731
H  -8.51  25.68  -11.89  0.4691
H  -8.80  25.16  -13.55  0.3150
H  -9.75  24.47  -12.13  0.1889
H  -11.59  25.02  -13.51  0.7919
H  -13.33  26.72  -14.06  0.4705
H  -10.58  29.74  -12.61  0.3858
H  -8.89  27.89  -12.21  0.4719
H  -13.82  28.37  -15.44  0.4227
H  -15.48  30.13  -16.06  0.4086
H  -14.19  32.49  -12.88  0.4099
H  -12.54  30.87  -12.16  0.3385
H  -14.98  33.04  -15.57  0.3415
H  -16.01  33.05  -14.08  0.4107
H  -16.51  31.99  -15.43  0.3525
C  -8.18  18.73  -11.93  -1.4155
N  -8.78  18.55  -10.55  1.5509
C  -8.55  19.40  -9.57  0.4662
C  -8.98  19.04  -8.29  -0.2628
C  -9.70  17.82  -8.02  1.3331
C  -9.84  16.97  -9.12  -0.4668
C  -9.37  17.33  -10.38  -0.3494
C  -10.19  17.40  -6.66  0.9750
C  -9.73  18.04  -5.52  -1.2609
C  -10.20  17.62  -4.24  -0.3882
N  -11.02  16.53  -4.10  1.2915
C  -11.54  15.96  -5.20  -0.3950
C  -11.18  16.41  -6.44  -0.2493
C  -11.50  16.10  -2.77  0.1896
H  -8.84  18.47  -12.75  0.3615
H  -7.13  18.42  -11.99  -0.0198
H  -8.12  19.81  -12.05  0.2950
H  -8.04  20.32  -9.80  0.4047
H  -8.77  19.77  -7.52  -0.6576
H  -10.30  15.99  -9.11  -0.5877
H  -9.32  16.62  -11.20  0.5428
H  -8.99  18.83  -5.53  0.8104
H  -9.81  17.96  -3.29  0.2133
H  -12.22  15.12  -5.12  0.6912
H  -11.67  15.89  -7.25  -0.3121
H  -12.15  15.24  -2.88  0.0092
H  -11.94  16.98  -2.29  -0.1514
H  -10.55  15.91  -2.26  -0.1445
C  -12.32  19.56  -10.78  -0.1154
N  -12.48  19.64  -9.30  0.3966
C  -11.85  20.53  -8.55  -0.1553
C  -12.17  20.70  -7.16  -0.5485
C  -13.05  19.81  -6.59  1.2771
C  -13.68  18.81  -7.37  -1.0668
C  -13.37  18.76  -8.76  -1.1541
C  -13.29  19.82  -5.14  0.9970
C  -14.60  19.62  -4.68  -0.5481
C  -14.95  19.73  -3.37  -0.7410
N  -14.01  20.08  -2.45  0.0513
C  -12.71  20.33  -2.82  -1.0288
C  -12.33  20.22  -4.19  -0.7722
C  -14.36  19.83  -1.05  -1.0615
H  -13.21  20.05  -11.17  0.6108
H  -12.33  18.51  -11.07  -0.2031
H  -11.41  20.09  -11.04  -0.2139
H  -11.10  21.11  -9.06  0.3254
H  -11.52  21.37  -6.61  0.8649
H  -14.39  18.09  -6.98  0.4651
H  -13.68  17.97  -9.42  0.7055
H  -15.31  19.23  -5.39  0.6053
H  -15.96  19.53  -3.05  0.4274
H  -12.00  20.55  -2.05  0.9240
H  -11.33  20.46  -4.50  0.6767
H  -14.23  18.76  -0.88  0.3198
H  -15.35  20.21  -0.80  0.3427
H  -13.58  20.33  -0.48  0.5084
C  -7.78  19.46  -15.22  -0.4857
N  -7.44  19.94  -16.62  0.5595
C  -7.03  21.24  -16.76  0.0238
C  -6.75  21.66  -18.02  -1.0256
C  -6.68  20.82  -19.17  1.1916
C  -7.07  19.48  -18.90  -0.9650
C  -7.38  19.02  -17.64  -0.3975
C  -6.23  21.24  -20.55  0.4843
C  -5.20  22.16  -20.60  -0.6686
C  -4.88  22.68  -21.85  -0.2348
N  -5.37  22.21  -23.00  0.0710
C  -6.44  21.36  -22.97  -0.3023
C  -6.85  20.84  -21.75  -0.5777
C  -4.88  22.69  -24.28  -0.8756
H  -6.98  18.87  -14.76  0.1154
H  -8.73  18.92  -15.26  0.3427
H  -7.92  20.34  -14.59  -0.2563
H  -7.17  21.92  -15.93  0.6012
H  -6.39  22.68  -18.08  0.4412
H  -7.15  18.81  -19.74  0.5055
H  -7.65  18.01  -17.39  0.6162
H  -4.69  22.48  -19.70  0.5767
H  -4.06  23.36  -22.00  0.3402
H  -7.02  21.07  -23.83  0.4312
H  -7.69  20.17  -21.81  0.4528
H  -3.85  23.06  -24.27  0.2837
H  -5.65  23.39  -24.59  0.4012
H  -5.00  21.88  -25.00  0.3386
C  -14.84  11.20  -6.23  -1.0670
N  -13.71  11.40  -7.19  0.4913
C  -12.86  12.37  -6.90  -0.4294
C  -11.82  12.68  -7.77  0.5314
C  -11.58  11.90  -8.88  0.1216
C  -12.46  10.84  -9.13  -0.5738
C  -13.58  10.61  -8.30  -0.6795
C  -10.44  12.21  -9.80  1.1948
C  -9.21  12.75  -9.33  -0.7087
C  -8.25  13.10  -10.31  -0.3520
N  -8.48  12.97  -11.59  0.4815
C  -9.59  12.32  -12.02  -0.6395
C  -10.60  11.93  -11.17  -0.8675
C  -7.47  13.43  -12.52  -0.8172
H  -15.77  11.14  -6.79  0.3932
H  -14.90  11.99  -5.48  0.3388
H  -14.62  10.27  -5.70  0.4090
H  -13.05  13.07  -6.09  0.2469
H  -11.20  13.56  -7.67  -0.2073
H  -12.38  10.20  -10.00  0.6426
H  -14.26  9.80  -8.46  0.4569
H  -8.97  12.83  -8.28  0.7377
H  -7.28  13.40  -9.94  0.6378
H  -9.65  12.21  -13.10  0.6235
H  -11.60  11.61  -11.43  0.2578
H  -7.28  14.48  -12.33  0.1282
H  -7.80  13.28  -13.55  0.1359
H  -6.51  12.95  -12.33  0.4856
C  -6.45  16.79  -4.13  -1.7098
C  -6.68  16.45  -2.62  2.9374
C  -6.19  15.04  -2.19  -1.2294
N  -6.08  14.81  -0.61  0.6280
C  -5.73  13.36  -0.29  -0.6957
C  -5.30  13.13  1.23  -0.8470
C  -4.07  13.99  1.60  -0.7675
C  -4.44  15.51  1.28  -1.0150
C  -5.01  15.81  -0.13  -0.5119
C  -7.41  15.10  0.03  -0.9735
H  -7.06  16.14  -4.76  0.3518
H  -5.47  16.38  -4.40  0.7379
H  -6.43  17.83  -4.44  0.1170
H  -7.72  16.65  -2.40  -0.6232
H  -6.19  17.16  -1.96  -1.2687
H  -5.24  14.81  -2.67  0.3893
H  -6.84  14.24  -2.54  0.3612
H  -4.86  13.17  -0.91  0.4727
H  -6.47  12.67  -0.70  0.5451
H  -5.06  12.09  1.44  0.4408
H  -6.14  13.28  1.91  0.3419
H  -3.22  13.62  1.04  0.3074
H  -3.72  13.81  2.62  0.4287
H  -3.50  16.06  1.27  0.4924
H  -5.09  15.87  2.08  0.3762
H  -4.27  15.85  -0.92  0.5820
H  -5.36  16.84  -0.14  0.1635
H  -7.61  16.17  -0.07  0.3451
H  -7.32  14.95  1.11  0.4405
H  -8.27  14.62  -0.43  0.2353
C  -2.67  25.01  -11.02  -1.4131
C  -2.49  23.81  -10.05  -0.4463
C  -3.83  23.09  -9.80  -0.4083
N  -3.74  21.79  -8.97  0.7832
C  -5.13  21.08  -9.10  -1.4769
C  -5.41  19.97  -8.12  1.7801
C  -5.22  20.40  -6.63  -0.4795
C  -3.81  20.99  -6.46  -0.8801
C  -3.46  22.17  -7.50  -0.8404
C  -2.79  20.79  -9.60  -1.2507
H  -2.90  25.91  -10.44  0.3679
H  -3.50  24.93  -11.73  0.3019
H  -1.87  25.21  -11.73  0.3941
H  -1.90  24.24  -9.24  0.3690
H  -1.74  23.12  -10.43  0.4139
H  -4.26  22.68  -10.71  0.1247
H  -4.54  23.76  -9.32  0.3676
H  -5.86  21.84  -8.82  0.0503
H  -5.27  20.80  -10.14  0.7795
H  -6.43  19.72  -8.39  -0.6989
H  -4.84  19.07  -8.34  -0.1766
H  -5.97  21.13  -6.32  0.0662
H  -5.39  19.62  -5.88  0.0943
H  -3.79  21.43  -5.46  0.4730
H  -3.02  20.24  -6.49  0.3795
H  -4.16  22.97  -7.26  0.3464
H  -2.41  22.43  -7.46  0.4384
H  -1.78  21.16  -9.43  0.3821
H  -2.97  20.69  -10.67  0.5248
H  -2.81  19.81  -9.12  0.3264
N  -10.61  18.85  -1.11  0.4757
S  -10.92  18.62  0.32  0.7987
O  -11.63  19.69  1.02  -0.6378
O  -10.16  17.65  1.13  -0.6031
F  -12.18  17.62  -0.03  -0.3096
S  -9.08  19.57  -0.67  0.6429
O  -7.93  18.79  -0.93  -0.4543
O  -9.00  20.58  0.39  -0.6000
F  -9.00  20.50  -2.02  -0.3335
N  -2.18  21.04  -13.22  -0.3482
S  -1.90  19.73  -13.87  0.9667
O  -1.68  19.66  -15.31  -0.6446
O  -2.30  18.54  -13.17  -0.4541
F  -0.35  19.70  -13.46  -0.3645
S  -3.88  20.87  -13.54  1.1324
O  -4.74  20.24  -12.56  -0.2751
O  -4.32  20.78  -14.93  -0.4573
F  -4.27  22.40  -13.22  -0.4045
N  -17.01  17.41  -3.43  -0.2513
S  -16.20  16.07  -4.06  0.8024
O  -16.92  14.81  -4.27  -0.5727
O  -14.75  16.09  -3.92  -0.1631
F  -16.28  16.56  -5.57  -0.3282
S  -17.49  16.65  -2.18  1.0621
O  -16.47  16.20  -1.24  -0.5677
O  -18.63  15.78  -2.28  -0.6041
F  -18.22  17.92  -1.33  -0.3766
N  -10.43  20.16  -13.69  0.1788
S  -10.49  21.65  -14.40  0.9616
O  -11.54  22.50  -13.88  -0.6849
O  -10.05  21.84  -15.74  -0.6193
F  -9.18  22.11  -13.57  -0.3717
S  -11.66  19.57  -14.37  0.8434
O  -11.55  19.21  -15.74  -0.6325
O  -12.99  19.94  -13.89  -0.6887
F  -11.35  18.15  -13.64  -0.1009
N  -3.52  15.54  -15.43  -0.4737
S  -4.90  16.48  -15.28  1.2106
O  -5.29  16.83  -13.93  -0.3100
O  -5.97  16.29  -16.25  -0.5464
F  -4.22  17.83  -15.65  -0.2876
S  -4.31  14.28  -15.55  0.9675
O  -4.66  14.01  -16.92  -0.6788
O  -5.19  13.87  -14.48  -0.4000
F  -3.06  13.23  -15.38  -0.3655
N  -9.88  13.67  -15.10  -0.2423
S  -9.11  14.70  -16.14  0.6605
O  -9.10  16.14  -15.99  -0.3658
O  -9.25  14.23  -17.54  -0.7190
F  -7.57  14.39  -15.74  -0.1374
S  -10.95  14.63  -14.66  1.0621
O  -11.82  15.21  -15.64  -0.6467
O  -10.60  15.38  -13.42  -0.2807
F  -11.90  13.46  -14.01  -0.4185
N  -3.41  21.02  -2.46  -0.2410
S  -2.00  20.55  -2.22  1.0570
O  -1.23  20.02  -3.34  -0.6097
O  -1.63  20.06  -0.90  -0.6178
F  -1.42  22.07  -2.13  -0.3467
S  -4.03  19.48  -2.19  1.1731
O  -4.72  19.20  -0.96  -0.5712
O  -3.45  18.32  -2.84  -0.6053
F  -5.28  19.76  -3.23  -0.1766
N  -9.27  21.97  -8.09  0.5698
S  -8.81  22.86  -7.03  0.4957
O  -9.64  23.92  -6.46  -0.6805
O  -7.37  22.97  -6.86  -0.4688
F  -9.13  21.68  -5.94  -0.1083
S  -8.97  23.12  -9.31  0.0846
O  -7.68  22.98  -9.96  -0.2665
O  -9.74  24.36  -9.34  -0.6329
F  -9.80  22.39  -10.50  -0.2933
N  -6.18  15.39  -9.32  0.3642
S  -5.27  16.52  -9.70  0.3432
O  -3.87  16.56  -9.29  -0.6542
O  -5.95  17.74  -10.00  -0.2172
F  -5.01  15.91  -11.17  -0.3617
S  -5.96  15.70  -7.67  0.6937
O  -6.65  16.90  -7.17  -0.0259
O  -4.70  15.29  -7.01  -0.5726
F  -7.03  14.47  -7.15  -0.4766
N  -11.62  12.85  -4.30  0.5477
S  -11.80  12.07  -3.00  0.7223
O  -11.34  12.65  -1.80  -0.5435
O  -11.82  10.56  -3.09  -0.6555
F  -13.36  12.35  -2.96  -0.2957
S  -9.98  12.51  -4.28  0.5591
O  -9.55  11.11  -4.41  -0.6043
O  -9.07  13.42  -3.54  -0.3872
F  -9.75  12.94  -5.81  -0.2356
N  -12.92  15.41  -9.35  0.1470
S  -14.49  15.00  -9.04  0.7143
O  -14.87  13.61  -8.94  -0.5388
O  -15.52  15.83  -9.67  -0.6364
F  -14.44  15.60  -7.53  -0.0559
S  -13.08  15.15  -10.82  0.4989
O  -13.39  16.37  -11.54  -0.6891
O  -13.49  13.88  -11.37  -0.6541
F  -11.47  15.04  -11.03  0.1410

Calculated values
Molar mass   3197.28 g mol⁻¹
Total charge   +1
DFT total energy   -505155.095 eV
Frontier orbital gap   2.20 eV

The following is a quantum chemistry calculation of an isolated ion of composition C5H14N2S and charge +1, from OMol25.

Last column: natural (NBO) charge in e.
Geometry (Å):
C  -0.77  -1.26  -0.22  -0.2892
N  -1.27  -1.22  1.13  -0.0957
C  -0.81  -2.24  2.05  -0.1297
N  -1.41  -1.92  3.33  -0.8011
C  -0.72  0.20  -0.68  -0.4568
C  0.25  1.21  -0.02  -0.4163
C  1.56  1.40  -0.77  -0.5444
S  1.49  1.91  -2.52  -0.0399
H  0.20  -1.76  -0.29  0.2593
H  -1.47  -1.91  -0.85  0.2858
H  -1.38  -0.31  1.52  0.4263
H  0.27  -2.28  2.17  0.2604
H  -1.20  -3.23  1.72  0.2394
H  -0.92  -2.40  3.99  0.3763
H  -2.36  -2.31  3.36  0.3766
H  -1.76  0.49  -0.80  0.2348
H  -0.23  0.24  -1.63  0.2551
H  -0.20  2.16  0.03  0.2386
H  0.58  0.93  1.03  0.1982
H  2.28  0.57  -0.60  0.2184
H  1.92  2.37  -0.25  0.2522
H  2.12  3.07  -2.46  0.1517

Calculated values
Molar mass   134.25 g mol⁻¹
Total charge   +1
Spin multiplicity   2
Energy above the lowest of the compared OMol25 structures with the same formula, charge and spin   164.47 kJ/mol
DFT total energy   -19218.010 eV
Frontier orbital gap (spin up / spin down)   9.30 / 4.25 eV